(1)
Entry from the Open Molecules 2025 dataset: a molecular structure, C34H54BaN4P2Si2 (wB97M-V/def2-TZVPD).

Summary:
* energy above the lowest of the compared OMol25 structures with the same formula, charge and spin: 269.4 kJ/mol
* calculated total energy: -2833.9410 Ha
* LUMO level (alpha / beta): -0.6817 / -0.7350 eV

```
97
Properties=species:S:1:pos:R:3:forces:R:3
Ba -2.021637 0.561069 -3.697120 0.913 1.728 2.151
C 1.988253 -3.731461 -1.680295 0.192 0.403 -0.343
C 1.446282 -2.861828 -2.545710 0.335 0.059 0.432
C -0.012670 -2.715249 -2.927245 -0.007 0.272 -0.636
C -0.972400 -2.546077 -1.734504 -0.177 0.361 0.110
C -1.567663 -3.804048 -1.157475 0.255 -0.232 0.224
C -1.111159 -5.054827 -1.273411 -0.682 0.214 0.018
C 0.157521 -5.543147 -1.920166 0.447 -0.491 0.231
C 1.447425 -5.045229 -1.217219 -0.507 -0.442 0.358
C -2.803099 1.292444 -1.104146 0.570 -0.232 -0.626
H 2.966314 -3.484344 -1.246183 -0.116 -0.188 -0.590
H 2.089572 -2.067270 -2.955823 -0.219 -0.222 0.590
H -0.356130 -3.512892 -3.599955 -0.080 0.279 0.149
H -0.047704 -1.787331 -3.543643 -0.130 -0.444 0.183
H -0.477214 -1.941548 -0.947179 -0.172 -0.310 -0.249
H -1.856296 -1.930109 -2.020421 0.352 -0.206 -0.118
H -2.469872 -3.628196 -0.560387 0.234 -0.197 -0.262
H -1.724009 -5.854835 -0.830478 0.262 0.477 -0.059
H 0.231892 -5.349084 -2.997639 -0.120 -0.001 0.259
H 0.136221 -6.637899 -1.811283 0.118 0.283 -0.153
H 1.263119 -5.025499 -0.126528 0.114 0.008 -0.308
H 2.233274 -5.815466 -1.359377 -0.236 0.475 -0.020
H -2.413893 1.873776 -0.257755 -0.272 -0.127 -0.215
H -3.116720 0.310731 -0.709140 -0.216 0.144 -0.030
H -3.683531 1.813278 -1.537510 -0.001 -0.117 0.368
P -4.112142 -1.222233 -4.520444 -2.705 -3.286 -1.770
P -0.947517 0.007442 -6.421737 0.504 -0.969 -2.306
N -4.371117 -2.956452 -4.141087 0.169 0.213 0.348
N -5.797396 -0.976358 -5.070268 -0.094 0.679 -0.006
N -0.352847 -1.579941 -6.991856 0.028 -0.460 0.174
N -0.561786 0.874180 -7.982623 -0.224 0.553 -0.625
C -3.363368 -1.515962 -6.178536 0.234 0.183 -0.372
C -2.743935 -0.238701 -6.813998 -0.544 -0.116 0.082
C -4.868523 -3.378006 -2.904143 -0.080 -0.701 -0.666
C -5.371327 -4.665365 -3.049883 0.330 0.956 -0.122
C -5.189896 -5.048129 -4.414158 0.555 1.161 -0.196
C -4.571777 -3.988184 -5.061277 -0.262 -0.273 0.767
C -6.644487 0.010105 -4.557648 -0.546 -0.486 -0.765
C -7.866236 -0.063085 -5.219757 0.921 -0.211 0.204
C -7.768310 -1.124192 -6.182756 1.159 -0.062 0.487
C -6.488543 -1.662730 -6.072026 -0.797 0.830 0.301
C 0.759431 -2.216528 -6.417207 -0.668 -0.687 -0.821
C 0.807222 -3.530762 -6.872420 -0.602 1.124 0.091
C -0.326454 -3.729231 -7.729371 -0.148 1.302 0.226
C -1.016900 -2.519658 -7.802033 1.158 -0.569 0.715
C -0.155081 0.366515 -9.227854 -0.569 0.853 0.041
C -0.458312 1.289875 -10.223837 -0.079 -0.197 1.285
C -1.080601 2.414989 -9.580082 0.128 -0.559 0.560
C -1.135457 2.136780 -8.225412 0.466 -0.741 -0.512
H -4.105951 -1.926842 -6.889838 0.143 0.302 0.490
H -2.604410 -2.306238 -6.063081 -0.177 0.435 0.074
H -2.881973 -0.275570 -7.911392 0.277 0.139 0.522
H -3.273455 0.691006 -6.502232 0.127 -0.540 -0.205
H -4.791516 -2.724318 -2.040591 -0.124 -0.187 -0.185
H -5.828461 -5.265057 -2.277922 0.088 0.085 0.020
H -5.484702 -5.970724 -4.884140 0.065 -0.076 0.054
H -4.239608 -3.883327 -6.085753 -0.135 -0.161 0.247
H -6.282353 0.674698 -3.783672 -0.169 -0.106 -0.047
H -8.731437 0.567920 -5.049324 0.250 -0.118 0.028
H -8.535883 -1.452097 -6.876978 0.224 0.078 0.199
H -6.015799 -2.452890 -6.633231 -0.226 0.027 0.160
H 1.410852 -1.659290 -5.758606 -0.024 -0.126 -0.065
H 1.540882 -4.283127 -6.635657 0.089 0.123 0.103
H -0.587184 -4.656736 -8.217933 -0.058 0.160 -0.041
H -1.944845 -2.269542 -8.289649 0.200 -0.015 -0.147
H 0.315011 -0.599460 -9.304723 -0.029 0.013 0.059
H -0.269337 1.177117 -11.282001 0.076 -0.019 0.150
H -1.450988 3.314952 -10.057916 0.110 -0.174 0.130
H -1.537074 2.714498 -7.403220 0.056 -0.016 -0.106
C 2.449609 4.250036 0.346516 0.090 -0.046 -0.099
Si 0.788771 3.408380 0.716383 -0.005 0.764 0.187
C 0.428202 3.815889 2.544850 -0.136 -0.187 -0.065
C -0.525457 4.204612 -0.379597 -0.005 0.124 -0.017
C 0.806406 1.572373 0.482503 -0.204 -0.020 0.256
Si 2.014943 0.544822 1.430955 0.700 -0.239 0.423
C 1.307153 0.118501 3.135796 -0.208 -0.032 -0.077
C 2.483056 -1.022774 0.492599 0.014 -0.123 0.003
C 3.655788 1.447646 1.789796 -0.045 0.016 -0.130
H 2.269526 5.302772 0.085684 -0.019 -0.202 0.053
H 2.969737 3.787746 -0.502730 -0.095 0.103 0.114
H 3.138895 4.241431 1.201928 -0.220 -0.069 -0.187
H 0.286608 4.898409 2.679791 0.017 -0.235 -0.110
H -0.488161 3.307039 2.876590 0.170 0.161 -0.014
H 1.243583 3.509036 3.216759 -0.159 0.010 -0.240
H -0.089820 4.536474 -1.331678 -0.024 -0.102 0.126
H -1.339121 3.507166 -0.609179 0.147 0.201 0.075
H -0.946158 5.099830 0.102232 0.072 -0.228 -0.093
H -0.110256 1.114004 0.074172 0.410 0.148 0.057
H 0.441184 -0.545745 3.034141 0.082 0.053 0.062
H 2.046924 -0.383472 3.773973 -0.079 0.075 -0.202
H 0.966109 1.018151 3.666842 0.108 -0.160 -0.164
H 2.595546 -0.826859 -0.582389 -0.009 -0.030 0.229
H 3.441383 -1.417750 0.862419 -0.225 0.100 -0.063
H 1.737952 -1.820792 0.602701 0.060 0.159 -0.051
H 4.057727 1.962796 0.906205 -0.072 -0.128 0.219
H 3.574491 2.181865 2.604893 -0.056 -0.138 -0.241
H 4.405626 0.702988 2.104594 -0.265 0.165 -0.079
```
Positions in Å, forces in eV/Å.

Atom charges from the Mulliken analysis, given in e for atoms 1 to 8: 1.4651, -0.7224, -0.4701, 0.6536, 0.8867, -0.5866, -0.6109, -0.8074

(2)
Entry from the Open Molecules 2025 dataset: 2 unconnected molecules or ions with the total composition C3H7PS (wB97M-V/def2-TZVPD).

Summary:
* energy above the lowest of the compared OMol25 structures with the same formula, charge and spin: 448.5 kJ/mol
* calculated total energy: -857.8512 Ha
* LUMO level (alpha / beta): -1.3285 / -1.9495 eV

```
12
Properties=species:S:1:pos:R:3:forces:R:3
C -0.759878 -1.767448 -0.331867 -1.326 2.832 2.542
C -0.737237 0.666267 0.695289 -0.552 -1.490 -1.057
C -0.044533 -0.578905 0.033610 -1.379 1.824 -0.789
P 1.699612 -0.460400 -0.455303 1.382 -0.996 0.283
S -2.293720 -2.125891 0.190219 0.428 0.138 -0.371
H -0.161882 -2.463760 -0.755367 1.535 -2.418 -1.736
H 0.029906 1.369926 1.043677 -0.671 -0.224 0.153
H -1.441995 1.118808 -0.040727 0.885 -0.007 0.280
H -1.486469 0.290402 1.400753 0.651 0.199 0.651
H -0.008778 0.493552 -1.711515 -0.115 -0.656 0.476
H 2.498849 -0.902830 0.700028 -0.873 -0.018 -0.411
H 1.898463 0.843141 -0.060897 0.035 0.817 -0.020
```
Positions in Å, forces in eV/Å.

Atom charges from the Mulliken analysis, given in e for atoms 1 to 8: -0.4082, -1.0437, 0.1064, -0.0573, -0.2103, 0.4069, 0.3489, 0.3461